# 1
C33H28F5IKN2OP as an isolated structure in a non-equilibrium geometry. Source: the OMol25 dataset; level of theory: wB97M-V/def2-TZVPD.

Output
Energy ... -3197.28552 a.u.
LUMO level ... 0.061 eV
Orbital gap ... 7.836 eV

```
! RIJCOSX wB97M-V def2-TZVPD def2/J DEFGRID3
* xyz 0 1
K -0.304 -2.283 -1.130
I 0.954 -0.555 1.733
C -0.611 0.368 2.681
C -1.028 -0.162 3.870
C -2.076 0.487 4.611
C -2.636 1.647 4.177
C -2.191 2.187 2.960
C -2.785 3.438 2.630
C -2.582 3.964 1.399
C -1.777 3.255 0.428
C -1.149 2.086 0.726
P -0.603 1.017 -0.660
C -1.526 1.779 -2.056
C -1.009 2.927 -2.665
C -1.680 3.576 -3.700
C -2.787 2.958 -4.246
C -3.193 1.722 -3.781
C -2.584 1.124 -2.675
C 1.143 1.565 -1.023
C 1.728 1.372 -2.276
C 3.071 1.654 -2.385
C 3.775 2.267 -1.373
C 3.183 2.498 -0.163
C 1.870 2.118 0.000
C -1.282 1.524 2.083
H -0.706 -1.154 4.166
H -2.439 0.005 5.550
H -3.442 2.143 4.751
H -3.413 3.914 3.308
H -3.063 4.882 1.126
H -1.861 3.574 -0.570
H -0.195 3.486 -2.247
H -1.381 4.547 -4.097
H -3.312 3.383 -5.107
H -4.059 1.223 -4.259
H -3.016 0.181 -2.407
H 1.175 0.827 -3.018
H 3.422 1.497 -3.354
H 4.802 2.588 -1.498
H 3.692 2.886 0.686
H 1.441 2.157 1.002
C 5.670 -2.592 0.264
N 4.332 -2.380 -0.292
C 4.129 -1.113 -0.896
C 3.269 -3.209 0.058
O 2.194 -3.240 -0.537
N 3.448 -4.054 1.112
C 3.921 -3.439 2.340
C 2.426 -5.129 1.330
H 6.336 -2.286 -0.552
H 5.931 -3.633 0.444
H 5.783 -1.898 1.100
H 3.914 -0.250 -0.215
H 3.245 -1.171 -1.546
H 5.000 -0.900 -1.462
H 3.133 -3.496 3.132
H 4.286 -2.423 2.292
H 4.727 -3.974 2.661
H 2.499 -5.849 0.553
H 1.442 -4.668 1.303
H 2.710 -5.639 2.290
F -3.709 -2.647 -3.050
C -3.998 -2.287 -1.803
C -3.003 -2.211 -0.913
C -3.347 -1.581 0.227
F -2.341 -1.306 1.087
C -4.598 -1.079 0.575
F -4.863 -0.530 1.830
C -5.572 -1.191 -0.365
F -6.877 -0.785 -0.163
C -5.290 -1.753 -1.604
F -6.360 -1.961 -2.402
*
```

# 2
An isolated ion of composition C6H12N2O2P and charge +1 in a non-equilibrium geometry. Source: the OMol25 dataset; level of theory: wB97M-V/def2-TZVPD.

Output
Energy ... -836.74897 a.u.
Energy above the lowest of the compared OMol25 structures with the same formula, charge and spin ... 490.5 kJ/mol
LUMO level (alpha / beta) ... -5.111 / -5.430 eV
Orbital gap (alpha / beta) ... 7.573 / 6.794 eV

```
! RIJCOSX wB97M-V def2-TZVPD def2/J DEFGRID3
* xyz 1 1
C 1.172 -2.069 0.185
C 1.450 -0.921 0.811
C -0.960 -1.442 -0.636
C -0.220 -3.737 -0.822
C -1.000 2.095 2.308
C 0.768 3.165 -1.824
N -0.063 -2.326 -0.450
N 0.655 0.138 0.787
O -0.557 2.393 0.921
O 1.033 1.997 -1.077
P 0.787 1.717 0.485
H 1.668 -3.015 0.386
H 2.403 -0.832 1.445
H -1.881 -1.760 -0.990
H -1.174 -3.922 -1.313
H 0.480 -3.894 -1.529
H -0.088 -4.376 0.101
H -1.421 1.072 2.384
H -1.718 2.931 2.382
H -0.159 2.112 3.080
H -0.290 3.444 -1.491
H 0.648 2.825 -2.944
H 1.562 3.952 -1.776
*
```

# 3
A 2-piece molecular cluster, C5H16N3 overall in a non-equilibrium geometry. Source: the OMol25 dataset; level of theory: wB97M-V/def2-TZVPD.

Output
Energy ... -363.92497 a.u.
Energy above the lowest of the compared OMol25 structures with the same formula, charge and spin ... 657.4 kJ/mol
LUMO level (alpha / beta) ... -5.334 / -4.353 eV
Orbital gap (alpha / beta) ... 6.879 / 8.571 eV

```
! RIJCOSX wB97M-V def2-TZVPD def2/J DEFGRID3
* xyz 1 1
C -0.900 -0.861 2.184
C -0.933 0.275 -2.711
C 1.824 1.234 1.044
C -0.937 -0.001 0.869
C -0.265 1.179 -1.817
N 0.151 -1.687 -0.604
N 1.546 -0.133 0.459
N 0.240 -0.457 0.088
H -1.041 -1.930 2.009
H 0.177 -0.769 2.452
H -1.597 -0.488 2.854
H -0.489 0.126 -3.724
H -0.999 -0.666 -2.143
H -1.989 0.632 -2.876
H 1.461 1.413 2.012
H 2.964 1.335 0.996
H 1.344 2.001 0.320
H -0.951 1.026 1.277
H -1.908 -0.234 0.256
H -0.743 1.663 -0.909
H 0.764 1.351 -1.963
H 1.026 -1.810 -0.983
H -0.446 -2.442 -0.368
H 1.699 -0.757 1.280
*
```

# 4
C3H2O3Sm as an isolated structure in a non-equilibrium geometry. Source: the OMol25 dataset; level of theory: wB97M-V/def2-TZVPD.

Output
Energy ... -998.86923 a.u.
Energy above the lowest of the compared OMol25 structures with the same formula, charge and spin ... 15.5 kJ/mol
LUMO level (alpha / beta) ... -5.476 / -5.460 eV
Orbital gap (alpha / beta) ... 4.316 / 5.228 eV

```
! RIJCOSX wB97M-V def2-TZVPD def2/J DEFGRID3
* xyz 1 8
O 0.893 -3.349 0.052
C 1.147 -2.231 0.024
O 1.575 -1.136 0.021
O -1.178 1.080 0.057
C -2.412 1.362 0.244
C -3.544 1.113 -0.417
H -4.459 1.658 -0.185
H -3.548 0.433 -1.281
Sm 1.236 1.345 0.013
*
```